Entry 1:
7 unconnected molecules or ions with the total composition CH16O6, computed with the ωB97M-V functional and the def2-TZVPD basis.

## Properties
Energy above the lowest of the compared OMol25 structures with the same formula, charge and spin (kcal/mol): 6.4
HOMO (eV): -11.22
LUMO energy (eV): 0.45
Total charge: 0
SMILES string: C.O.O.O.O.O.O
Orbital gap (Eh): 0.42881

```
23
Properties=species:S:1:pos:R:3:forces:R:3
C 0.000614 -1.647535 1.849070 0.33 -0.08 -0.40
H -0.232269 -2.633568 2.242889 -0.19 0.05 0.01
H 0.119336 -1.692238 0.770764 0.05 -0.04 -0.07
H 0.974713 -1.339193 2.220321 -0.15 0.23 0.24
H -0.784902 -0.919952 2.023755 0.04 0.02 0.36
H 0.434943 -1.303398 -2.236757 0.08 0.26 -0.17
H 0.021719 0.145289 -2.028574 -0.24 0.20 -0.19
O 0.753564 -0.384546 -2.371130 -0.21 -0.38 0.27
H 1.743463 2.586499 1.362320 0.14 0.06 0.00
H 1.673436 1.210749 0.608367 -0.12 -0.20 0.24
O 1.157599 1.869727 1.116333 -0.06 0.01 0.00
H -1.664547 2.493107 1.877712 -0.11 -0.04 0.08
H -0.529047 2.130738 0.896260 -0.37 0.04 0.17
O -1.507523 2.238932 0.967128 0.36 0.04 -0.13
H -1.379095 -2.173403 -1.388449 -0.12 -0.01 0.14
H -0.196839 -2.730945 -0.575857 -0.20 -0.11 -0.07
O -0.582000 -2.709147 -1.460026 0.17 -0.03 -0.19
H 1.865795 -0.179327 -1.122722 0.47 0.42 -0.17
H 2.908628 0.910746 -0.617499 0.25 -0.01 -0.72
O 2.551137 0.041159 -0.439717 -0.26 -0.22 0.66
H -2.926125 1.557606 -1.819673 -0.04 0.01 -0.17
H -2.160680 1.476682 -0.496870 0.04 -0.16 -0.22
O -2.241921 1.052018 -1.377643 0.15 -0.06 0.31
```
Forces are in eV/Å.



Entry 2:
A molecular structure, C2H5BrS in a non-equilibrium geometry, computed with the ωB97M-V functional and the def2-TZVPD basis.

## Properties
Energy above the lowest of the compared OMol25 structures with the same formula, charge and spin (kcal/mol): 71.3
HOMO (spin up / spin down) (eV): -4.99 / -9.87
LUMO energy (spin up / spin down) (eV): 0.78 / -3.02
2S+1: 3
Total charge: 0
Orbital gap (spin up / spin down) (Eh): 0.21214 / 0.25173

```
9
Properties=species:S:1:pos:R:3:forces:R:3
C -0.300964 0.462032 0.714542 1.11 2.87 -3.79
C 0.060976 0.282011 -1.178649 -1.80 -1.91 2.76
S 1.919662 0.001084 -1.305057 1.52 1.31 -0.77
Br -0.484713 1.754367 -2.185891 -0.48 0.97 -0.42
H -0.172503 1.655302 0.614881 -0.10 -2.92 1.06
H -1.315409 0.186006 0.967228 -0.03 -0.18 -0.26
H 0.483090 -0.136465 1.176865 -0.17 0.44 0.22
H -0.480962 -0.656477 -1.515673 0.51 0.84 0.43
H 1.596224 -1.158888 -0.736842 -0.57 -1.43 0.77
```
Forces are in eV/Å.



Entry 3:
A molecular structure, C54H42BaN2O6SSbTe in a non-equilibrium geometry, computed with the ωB97M-V functional and the def2-TZVPD basis.

## Properties
Energy above the lowest of the compared OMol25 structures with the same formula, charge and spin (kcal/mol): 45.7
HOMO (eV): -4.63
LUMO energy (eV): 2.27
Total charge: -1
Orbital gap (Eh): 0.25388

```
108
Properties=species:S:1:pos:R:3:forces:R:3
Ba -1.352976 1.255807 0.245820 3.92 0.15 1.98
O -4.515673 3.991895 -0.780526 0.12 -0.07 0.05
C -3.721229 3.191085 -0.297733 -0.56 0.46 -0.01
O -2.765989 2.568838 -0.862360 -2.04 1.68 -1.33
C -3.828285 2.903081 1.205124 -0.22 0.20 0.01
C -4.395439 3.807349 2.090717 -0.02 0.11 0.00
C -4.328517 3.536504 3.446880 0.05 -0.10 -0.02
C -3.706424 2.374152 3.883569 -0.08 0.01 -0.01
C -3.173966 1.527161 2.928280 -0.03 0.05 -0.09
N -3.250145 1.781482 1.623850 -2.34 0.63 1.28
C -2.399532 0.254404 3.160606 0.06 -0.41 0.53
O -3.038913 -0.794598 3.275792 -0.06 0.27 0.26
O -1.125380 0.348820 3.087583 -0.19 0.25 0.08
H -4.853739 4.705205 1.700815 0.01 -0.02 -0.03
H -4.735414 4.234492 4.168111 -0.04 0.00 -0.01
H -3.642094 2.138842 4.937222 0.01 -0.03 0.00
C 0.345330 -0.831102 -6.839094 -0.12 0.00 0.14
C 0.076763 -0.711220 -5.359122 0.10 -0.02 -0.17
C 0.938011 -0.057734 -4.509197 -0.07 -0.07 0.10
C 0.640118 0.132111 -3.149543 -0.30 0.02 0.11
C 1.574223 0.817550 -2.261846 0.16 -0.09 0.04
O 1.320848 1.258274 -1.141576 -0.06 0.13 -0.17
C 3.005603 0.960768 -2.719386 0.11 -0.06 -0.01
C 3.624470 2.203248 -2.635509 -0.08 0.03 0.02
C 4.955067 2.350221 -2.995766 0.03 0.03 -0.01
C 5.686929 1.249543 -3.419160 0.00 -0.03 0.01
C 5.081572 0.001830 -3.483471 0.07 0.01 -0.02
C 3.745612 -0.141320 -3.141055 -0.10 0.01 -0.01
C -0.625139 -0.306043 -2.623582 0.15 -0.13 -0.48
O -0.982565 0.020113 -1.457609 0.90 -2.34 -3.43
C -1.455895 -1.116034 -3.495818 0.00 0.24 -0.01
C -1.096760 -1.255511 -4.821912 0.07 0.05 0.17
C -2.710015 -1.718832 -2.984617 0.00 -0.09 0.21
N -3.011624 -1.565363 -1.762855 -0.17 0.16 -0.17
C -4.141157 -2.134462 -1.081901 0.06 0.01 -0.06
C -3.685780 -2.702588 0.278878 0.21 0.09 -0.15
Te -1.798345 -1.908495 0.980695 -0.17 -1.94 0.18
C -0.539449 -2.838788 -0.458090 0.03 0.10 0.05
C 0.763453 -2.345541 -0.494995 -0.07 0.06 0.08
C 1.713142 -2.880999 -1.348353 -0.02 -0.08 -0.01
C 1.378637 -3.947662 -2.173315 0.09 0.00 0.01
C 0.090582 -4.459870 -2.132874 0.04 -0.03 -0.04
C -0.862607 -3.906871 -1.286757 -0.15 0.02 0.06
C -3.522085 -2.558743 -3.929173 0.01 -0.09 -0.05
C -4.729150 -2.102925 -4.446108 0.02 0.07 0.04
C -5.466548 -2.897006 -5.313249 -0.04 -0.02 -0.02
C -5.010385 -4.159656 -5.662831 0.00 -0.01 0.00
C -3.808250 -4.623397 -5.145845 -0.01 -0.03 -0.01
C -3.067772 -3.826336 -4.286461 0.01 0.04 0.02
H 1.341462 -0.469531 -7.093811 0.02 -0.02 0.00
H -0.382191 -0.242312 -7.404113 0.05 -0.02 -0.07
H 0.254832 -1.868552 -7.169260 0.05 0.02 -0.06
H 1.860183 0.344966 -4.909018 0.04 0.03 -0.01
H 3.045782 3.052245 -2.292299 0.02 -0.01 0.03
H 5.425222 3.324508 -2.945303 -0.02 0.00 0.01
H 6.728055 1.362915 -3.695064 -0.01 0.00 0.00
H 5.651940 -0.858817 -3.810968 -0.01 -0.01 0.02
H 3.264195 -1.110653 -3.196532 0.00 0.02 -0.04
H -1.748851 -1.802108 -5.494116 -0.06 -0.02 0.02
H -4.666087 -2.915609 -1.650856 -0.03 0.02 0.02
H -4.840392 -1.308047 -0.918066 -0.04 -0.08 0.06
H -3.571541 -3.784368 0.226474 0.02 0.00 0.07
H -4.389866 -2.470430 1.076541 0.02 -0.04 0.03
H 1.032238 -1.516208 0.151001 0.04 0.02 -0.07
H 2.714581 -2.465574 -1.369133 -0.01 -0.02 0.05
H 2.121535 -4.381774 -2.832081 -0.03 0.01 -0.03
H -0.167342 -5.303767 -2.764076 -0.05 0.03 0.00
H -1.870109 -4.309787 -1.288311 0.02 -0.02 0.02
H -5.087185 -1.118478 -4.168011 0.01 0.00 -0.01
H -6.399690 -2.527834 -5.720531 -0.01 0.00 0.02
H -5.590476 -4.781767 -6.332958 0.01 0.01 -0.01
H -3.443480 -5.606048 -5.419401 -0.01 0.00 0.02
H -2.122382 -4.175367 -3.887689 0.00 0.01 -0.03
S -0.549128 3.532529 2.034034 0.35 0.65 0.51
Sb 0.789837 2.057638 3.103004 0.61 -0.07 0.91
C 2.584450 3.242172 3.331270 0.00 -0.19 -0.09
C 2.423494 4.564417 3.734474 -0.11 0.05 -0.02
C 3.524100 5.368282 3.989961 0.02 0.00 -0.01
C 4.806520 4.857689 3.837525 0.01 -0.01 0.02
C 4.978662 3.545352 3.425198 0.07 0.02 -0.01
C 3.872997 2.742023 3.174487 -0.03 -0.04 0.06
C 1.729046 0.218780 2.537440 -0.21 0.35 -0.22
C 2.624896 0.170097 1.475444 0.00 0.09 0.00
C 3.389105 -0.972850 1.276066 0.08 0.01 -0.07
C 3.241236 -2.066238 2.115009 0.00 0.01 0.06
C 2.312481 -2.028582 3.147246 0.04 -0.02 -0.01
C 1.559383 -0.884632 3.364893 -0.11 -0.05 -0.01
C 0.599934 1.692945 5.205528 -0.06 -0.02 -0.25
C 1.769055 1.461580 5.922061 0.03 0.07 -0.04
C 1.707539 1.072780 7.252397 0.01 -0.02 0.07
C 0.476992 0.916486 7.874900 0.01 0.00 -0.01
C -0.690214 1.176688 7.171391 0.00 0.02 0.01
C -0.625470 1.563984 5.840104 -0.07 0.04 0.00
H 1.422182 4.969566 3.836284 0.02 0.02 -0.01
H 3.382985 6.395498 4.303242 -0.01 0.00 0.01
H 5.669226 5.480247 4.041277 -0.01 0.01 -0.02
H 5.976683 3.142658 3.298756 -0.01 0.00 0.00
H 4.023894 1.716457 2.861147 0.04 0.00 0.03
H 2.717452 1.006713 0.792156 0.05 -0.02 0.03
H 4.096107 -1.005662 0.455302 -0.02 0.01 -0.01
H 3.843737 -2.953404 1.964025 -0.03 -0.01 -0.05
H 2.170394 -2.892328 3.784372 0.00 0.01 0.00
H 0.821028 -0.857830 4.154732 0.01 -0.02 0.02
H 2.733865 1.583874 5.442872 0.00 -0.04 0.02
H 2.622386 0.886061 7.801501 0.00 -0.01 -0.01
H 0.427177 0.586288 8.905170 0.01 0.04 0.01
H -1.652915 1.063063 7.654327 0.00 0.01 -0.01
H -1.532676 1.758373 5.287753 0.00 -0.04 0.00
```
Forces are in eV/Å.



Entry 4:
10 unconnected molecules or ions with the total composition C25H75N15O10 in a non-equilibrium geometry, computed with the ωB97M-V functional and the def2-TZVPD basis.

## Properties
Energy above the lowest of the compared OMol25 structures with the same formula, charge and spin (kcal/mol): 87.9
HOMO (eV): -8.66
LUMO energy (eV): 0.19
Total charge: 0
SMILES string: COC[C@H](C)N.COC[C@H](C)N.COC[C@H](C)N.COC[C@H](C)N.COC[C@H](C)N.NC(N)=O.NC(N)=O.NC(N)=O.NC(N)=O.NC(N)=O
Orbital gap (Eh): 0.32523

```
125
Properties=species:S:1:pos:R:3:forces:R:3
C 3.977670 7.691036 -2.324774 0.44 -1.08 0.28
C 2.745000 6.777002 -2.346673 1.37 -0.21 -1.14
C 3.089558 5.435296 -1.646252 -0.37 1.11 0.68
O 1.822837 4.807162 -1.484751 0.36 0.25 -0.42
C 1.730973 3.565449 -0.896212 -0.21 -2.04 0.73
N 1.565911 7.453221 -1.869267 -0.37 -0.55 0.80
H 3.882631 8.693878 -2.733004 -0.45 -0.02 0.15
H 4.814694 7.224281 -2.851162 -0.11 -0.07 -0.19
H 4.316468 7.691372 -1.284525 -0.02 0.63 0.06
H 2.549749 6.422921 -3.365505 -0.14 0.45 -0.18
H 3.574713 5.644644 -0.684226 -0.33 -0.13 0.38
H 3.858744 4.903437 -2.211386 -0.46 -0.44 -0.39
H 1.980598 2.694687 -1.519105 0.54 0.40 -0.55
H 0.696856 3.322066 -0.643056 -0.13 0.63 0.02
H 2.294009 3.414663 0.032483 0.24 0.53 0.02
H 1.046165 6.688086 -1.444231 -0.62 0.32 -0.14
H 1.771418 8.064676 -1.084255 0.28 0.10 -0.10
C 5.191672 -5.466821 3.384300 -0.48 -0.11 0.80
C 4.219426 -6.410353 2.698528 1.09 -0.24 -1.85
C 3.556526 -5.730545 1.505636 -2.14 0.87 -0.11
O 2.186303 -5.412589 1.863714 0.89 0.79 1.16
C 1.358513 -4.878594 0.850662 -0.16 -1.44 0.20
N 5.029556 -7.549329 2.118476 -1.14 0.59 1.08
H 5.592120 -5.917566 4.292647 -0.04 0.04 0.05
H 4.704779 -4.524662 3.640102 0.03 0.01 0.07
H 6.047917 -5.243160 2.746105 -0.13 -0.04 -0.21
H 3.366548 -6.806074 3.250355 0.48 -0.03 0.65
H 3.416273 -6.398346 0.651452 0.69 -0.08 -0.19
H 4.056399 -4.800397 1.222645 0.17 -0.10 -0.30
H 0.941914 -5.786935 0.396846 -0.21 0.39 -0.79
H 1.859826 -4.239364 0.123090 0.09 0.10 0.14
H 0.518787 -4.386740 1.343673 0.17 0.32 -0.05
H 4.308851 -7.942514 1.524621 0.67 -0.75 -0.42
H 5.724098 -7.103062 1.528480 0.00 -0.23 -0.24
C 4.961283 -0.639551 -0.079544 -0.24 -0.40 1.14
C 4.305549 -1.328482 -1.268324 -1.01 1.23 -1.11
C 5.286878 -2.015967 -2.225115 1.04 2.25 0.32
O 4.717328 -1.996097 -3.513376 -0.83 -0.83 -0.70
C 5.525433 -2.477015 -4.575433 0.61 -1.42 1.33
N 3.199862 -2.203170 -0.926737 -0.51 -1.00 0.72
H 4.306275 -0.186927 0.674701 -0.90 -0.44 -0.41
H 5.546342 0.256900 -0.288009 0.65 -0.58 -0.63
H 5.465104 -1.400334 0.523804 0.64 0.24 -0.14
H 3.820068 -0.544466 -1.867770 0.61 0.38 -0.25
H 5.721029 -2.909427 -1.764074 -0.60 -0.72 -0.63
H 6.144396 -1.339617 -2.357880 0.27 0.04 0.59
H 5.092880 -2.296768 -5.553389 -0.09 0.49 0.17
H 5.644477 -3.562485 -4.464858 -0.35 -0.21 -0.18
H 6.573241 -2.177727 -4.469739 -0.09 0.84 -0.29
H 2.387173 -1.651935 -0.624539 0.65 0.12 0.21
H 2.769682 -2.539307 -1.786132 0.60 -0.29 -0.26
C 0.769566 -0.916960 1.525305 0.58 0.48 0.73
C -0.047408 -1.063253 0.281004 -0.50 1.21 -1.01
C -1.327790 -0.170086 0.235219 2.06 -0.85 2.98
O -2.072555 -0.460713 1.442760 -1.04 0.55 -0.83
C -3.080885 0.561256 1.526933 -1.09 -0.86 -0.39
N 0.765886 -0.651169 -0.889397 -0.51 -0.73 0.47
H 0.227447 -1.191894 2.426128 0.07 -0.28 -0.07
H 1.093242 0.110755 1.725794 -0.28 0.24 -0.33
H 1.712742 -1.459811 1.437999 -0.20 -0.38 0.11
H -0.316385 -2.114550 0.152262 -0.08 -0.02 -0.09
H -1.805144 -0.302982 -0.735933 -0.64 0.23 0.27
H -1.016441 0.838994 0.522088 0.31 0.40 -1.45
H -3.592850 0.542094 0.565277 -0.09 0.60 0.00
H -2.754801 1.577222 1.753790 0.55 -0.06 -0.32
H -3.863006 0.295198 2.234332 0.23 -0.41 0.36
H 1.042208 0.318617 -0.788128 -0.20 0.11 -0.15
H 0.158405 -0.764221 -1.691478 0.33 0.51 -0.36
C -2.682247 2.549575 -4.846884 0.60 -1.36 -0.27
C -1.742637 1.665057 -4.040931 0.99 -0.97 -0.23
C -1.633315 0.182510 -4.536824 -1.08 1.53 0.07
O -0.665752 -0.458579 -3.728609 -0.97 -0.60 -0.51
C -0.814235 -1.875030 -3.814661 1.39 0.34 0.35
N -0.366690 2.199568 -4.104034 0.15 -0.14 0.36
H -2.631717 3.579953 -4.515588 -0.08 -0.03 -0.12
H -3.685755 2.124858 -4.805941 -0.15 0.33 -0.04
H -2.304716 2.451336 -5.867979 -0.34 0.46 -0.21
H -2.055620 1.594041 -2.996131 0.09 0.26 0.09
H -1.366057 0.157236 -5.599707 0.34 0.03 -0.05
H -2.630284 -0.272169 -4.498364 0.08 -0.40 0.40
H 0.021914 -2.240556 -3.214659 -0.33 -0.37 0.26
H -0.589712 -2.255303 -4.814113 -0.49 0.13 -0.21
H -1.780569 -2.199473 -3.428868 -0.01 -0.12 -0.10
H 0.188943 1.583805 -3.514595 0.00 0.31 0.41
H 0.023252 1.918528 -5.002717 -0.22 0.47 -0.33
C -7.121922 -0.393057 4.466882 -2.04 1.19 -0.09
O -8.323428 -0.212807 4.715743 0.80 0.14 -0.20
N -6.294220 0.597190 4.047682 0.57 0.20 0.17
N -6.572548 -1.599091 4.535531 0.63 -1.60 0.07
H -6.583164 1.556811 4.028567 -0.17 -0.12 -0.03
H -5.345001 0.354912 3.839576 0.09 0.21 -0.07
H -5.582587 -1.806538 4.408254 -0.59 0.03 -0.01
H -7.251756 -2.339937 4.550059 0.23 -0.08 0.22
C -0.501848 2.826893 3.657669 0.17 1.16 -1.61
O -0.857722 3.528923 2.714678 -0.02 -0.10 0.32
N -1.057155 1.623621 3.952770 1.02 0.53 0.36
N 0.560566 3.160980 4.452345 -0.31 -0.56 0.21
H -1.989088 1.454928 3.615159 0.02 -0.26 0.40
H -0.663668 1.346527 4.833773 -1.18 -1.16 0.20
H 0.815428 2.501506 5.163144 0.45 0.38 0.19
H 1.072417 4.012484 4.326535 -0.08 -0.01 -0.12
C -2.587273 3.864183 -0.877210 0.47 -0.06 -0.28
O -3.317872 2.973716 -0.466178 -0.01 0.24 0.23
N -1.528827 4.375644 -0.208271 0.58 -0.21 1.44
N -2.740907 4.428051 -2.110497 -0.64 -0.05 -0.04
H -1.376355 4.120978 0.759161 -0.16 -0.25 -0.03
H -0.865715 5.039740 -0.562676 -0.34 0.15 -0.40
H -1.917858 4.781007 -2.566891 -0.18 -0.01 -0.33
H -3.483184 3.978746 -2.620502 0.29 0.17 -0.38
C -7.350275 -0.072395 0.186467 -0.29 1.08 0.61
O -7.318242 1.064935 0.637251 -0.32 -0.40 -0.11
N -8.282831 -1.004339 0.487735 0.11 -0.64 -0.23
N -6.392549 -0.471540 -0.689703 0.78 0.49 -0.26
H -8.135762 -1.899607 0.059379 -0.58 -0.15 0.20
H -9.143466 -0.774832 0.947910 0.15 0.07 0.15
H -5.778202 0.306153 -0.872953 0.31 -0.41 -0.31
H -6.286725 -1.362105 -1.135064 -0.09 0.04 0.02
C -2.825676 -2.835451 4.257660 0.48 0.98 -1.23
O -3.924571 -2.288525 4.251027 0.64 -0.95 0.67
N -1.766248 -2.252167 3.606343 -0.40 0.10 0.41
N -2.396075 -4.021302 4.807579 -0.15 -0.58 0.26
H -1.879077 -1.407067 3.049962 -0.02 -0.49 -0.03
H -0.892461 -2.736275 3.630421 0.34 0.29 -0.17
H -2.944885 -4.767828 5.199904 -0.69 0.59 -0.03
H -1.610773 -4.391320 4.308431 0.25 -0.21 0.13
```
Forces are in eV/Å.